Record 1
The following is a DFT calculation (wB97M-V/def2-TZVPD) of a cluster of 12 separate species, C32H81N2O20 in total in a non-equilibrium geometry.

Last column: Mulliken charge in e.
Positions of all 135 atoms, in Å:
C  24.255  22.076  -22.297  -0.640
C  22.903  21.418  -22.150  0.771
N  22.590  21.185  -20.749  1.491
C  23.202  20.224  -19.979  -1.034
C  22.643  20.324  -18.759  -0.738
N  21.875  21.455  -18.753  1.369
C  21.911  21.980  -19.955  -0.769
C  21.138  22.012  -17.628  -0.129
H  25.014  21.472  -21.783  0.000
H  24.231  22.971  -21.666  0.081
H  24.607  22.241  -23.308  0.345
H  22.860  20.425  -22.609  0.313
H  22.121  21.968  -22.671  -1.218
H  23.742  19.435  -20.473  0.249
H  22.749  19.680  -17.902  0.578
H  21.231  22.715  -20.381  0.653
H  21.274  21.358  -16.775  -0.161
H  20.072  22.022  -17.852  -0.073
H  21.505  23.013  -17.421  -0.016
C  23.119  27.086  -18.660  -0.394
C  24.251  26.195  -19.064  -0.818
C  23.583  24.799  -19.122  1.186
O  22.296  24.945  -18.497  -0.250
C  22.306  26.157  -17.775  -0.813
H  22.442  27.326  -19.493  0.122
H  23.274  28.070  -18.212  0.452
H  25.105  26.175  -18.373  0.349
H  24.789  26.492  -19.971  0.345
H  24.174  24.027  -18.634  0.139
H  23.396  24.604  -20.181  -1.058
H  22.742  26.084  -16.766  0.354
H  21.317  26.575  -17.570  0.391
C  21.575  24.485  -23.226  0.473
C  21.645  25.685  -22.240  -0.725
C  20.401  25.414  -21.365  -0.214
O  20.066  24.057  -21.542  -0.406
C  20.237  23.812  -22.946  0.115
H  22.370  23.805  -22.885  -0.403
H  21.796  24.703  -24.270  0.618
H  21.624  26.601  -22.836  0.413
H  22.564  25.735  -21.658  0.029
H  19.553  26.080  -21.613  0.442
H  20.567  25.673  -20.313  0.004
H  19.405  24.285  -23.488  0.498
H  20.188  22.754  -23.185  -1.037
C  25.595  17.990  -22.059  0.165
C  26.692  18.914  -21.636  -0.384
O  27.366  19.455  -22.780  -0.446
O  24.594  18.704  -22.782  -0.144
H  25.101  17.534  -21.203  -0.347
H  25.950  17.193  -22.719  0.433
H  27.425  18.404  -20.978  0.435
H  26.312  19.674  -20.924  0.129
H  28.091  20.022  -22.509  0.261
H  25.066  19.219  -23.468  0.120
C  25.214  20.837  -15.893  0.064
C  24.549  20.480  -14.571  -0.585
O  23.105  20.485  -14.713  -0.410
O  25.415  19.684  -16.742  -0.497
H  26.169  21.323  -15.671  0.391
H  24.641  21.590  -16.459  -0.083
H  24.794  21.288  -13.852  0.440
H  24.896  19.546  -14.124  0.317
H  22.674  20.482  -13.857  0.246
H  24.624  19.098  -16.675  0.308
C  18.572  17.923  -15.955  -0.448
C  20.055  18.125  -15.648  -0.254
O  20.851  17.234  -16.464  -0.501
O  18.225  18.298  -17.269  -0.460
H  18.062  18.572  -15.232  0.377
H  18.272  16.885  -15.765  0.274
H  20.170  17.850  -14.591  0.341
H  20.366  19.144  -15.842  -0.027
H  20.544  16.331  -16.327  0.234
H  18.995  18.072  -17.824  0.328
C  24.381  16.446  -16.917  -0.604
C  24.258  15.874  -18.317  0.016
O  22.902  15.384  -18.550  -0.521
O  23.603  17.655  -16.797  -0.417
H  25.424  16.710  -16.716  0.389
H  24.089  15.681  -16.186  0.387
H  24.961  15.056  -18.534  0.510
H  24.369  16.606  -19.121  -0.295
H  22.776  14.532  -18.118  0.294
H  22.661  17.374  -16.679  0.229
C  22.692  21.424  -25.851  0.128
C  23.514  22.429  -26.630  -0.169
O  23.049  22.337  -28.002  -0.565
O  21.377  21.975  -25.619  -0.465
H  23.169  21.288  -24.876  -0.348
H  22.558  20.440  -26.302  0.391
H  24.569  22.127  -26.595  0.060
H  23.348  23.453  -26.299  0.295
H  23.234  23.168  -28.450  0.319
H  20.879  21.971  -26.445  0.242
C  20.013  17.016  -20.352  -0.506
C  21.372  16.981  -20.995  -0.477
O  21.586  18.105  -21.796  -0.191
O  19.887  18.222  -19.587  -0.274
H  19.937  16.203  -19.628  0.398
H  19.222  16.951  -21.099  0.174
H  21.439  16.049  -21.573  0.524
H  22.180  16.851  -20.273  -0.154
H  21.309  17.923  -22.701  0.225
H  20.636  18.781  -19.844  0.006
C  27.316  19.811  -26.826  -0.398
C  26.252  19.203  -25.919  -0.362
O  25.642  20.165  -25.033  -0.382
O  27.412  18.917  -27.950  -0.529
H  28.326  19.919  -26.417  0.288
H  26.970  20.810  -27.140  0.252
H  26.799  18.479  -25.293  0.215
H  25.446  18.766  -26.492  0.356
H  26.282  20.539  -24.412  0.188
H  27.939  19.331  -28.641  0.309
C  17.775  23.132  -19.156  0.111
C  17.557  21.648  -19.224  -0.513
O  18.626  21.095  -20.013  0.033
O  17.016  23.666  -18.040  -0.574
H  17.479  23.646  -20.073  0.489
H  18.826  23.362  -18.965  -0.311
H  16.588  21.303  -19.607  0.342
H  17.590  21.217  -18.212  0.224
H  18.834  20.201  -19.720  0.030
H  16.547  24.425  -18.401  0.363
C  17.681  19.943  -23.498  -0.808
C  19.127  20.066  -23.059  1.952
O  20.094  20.076  -24.094  -0.593
O  17.393  20.884  -24.541  -0.585
H  17.085  20.237  -22.628  0.227
H  17.412  18.937  -23.837  0.374
H  19.354  19.330  -22.277  -0.523
H  19.232  21.006  -22.494  -0.573
H  20.190  20.991  -24.404  0.310
H  17.331  20.458  -25.394  0.326

Calculated values
2S+1: 1
max |F|: 2.3 eV Å⁻¹
E_HOMO: -11.51 eV
orbital gap: 0.3656 Ha
total charge: +1
LUMO: -1.56 eV

=====

Record 2
The following is a DFT calculation (wB97M-V/def2-TZVPD) of a cluster of 7 separate species, C32H81N7O8 in total in a non-equilibrium geometry.

Last column: Mulliken charge in e.
Positions of all 128 atoms, in Å:
O  6.084  0.112  4.052  -0.579
C  5.618  1.132  3.583  0.106
N  6.305  2.399  3.514  -0.377
C  5.715  3.138  2.378  -0.769
C  4.862  2.068  1.670  -0.327
C  4.281  1.337  2.879  0.765
C  3.489  0.085  2.551  -1.328
C  2.002  0.084  2.965  -0.146
C  1.338  1.450  3.070  -0.266
C  -0.177  1.338  3.171  -0.360
O  -0.771  1.305  1.870  -0.509
H  6.179  2.936  4.356  0.304
H  5.022  3.913  2.717  0.322
H  6.466  3.607  1.754  0.442
H  5.591  1.416  1.186  -0.200
H  4.149  2.423  0.938  0.435
H  3.801  2.068  3.526  0.272
H  3.567  -0.158  1.496  0.482
H  3.973  -0.740  3.073  0.340
H  1.854  -0.479  3.882  0.460
H  1.459  -0.475  2.202  -0.196
H  1.673  1.920  3.998  0.242
H  1.622  2.121  2.262  0.197
H  -0.440  0.445  3.728  0.231
H  -0.562  2.203  3.710  0.093
H  -0.680  2.186  1.516  0.323
C  -0.277  -2.702  0.848  -0.821
O  -0.337  -2.792  2.258  -0.398
C  -1.585  -2.454  2.831  -0.504
C  -2.612  -3.593  2.860  0.250
C  -3.253  -3.861  1.503  -1.355
N  -2.049  -4.843  3.378  -0.757
H  -0.885  -1.871  0.477  0.283
H  -0.595  -3.632  0.369  0.319
H  0.763  -2.520  0.576  0.378
H  -1.360  -2.179  3.866  0.312
H  -1.995  -1.559  2.344  0.360
H  -3.406  -3.280  3.544  0.447
H  -2.583  -4.397  0.832  0.228
H  -4.145  -4.476  1.620  0.441
H  -3.548  -2.929  1.017  0.203
H  -1.716  -4.696  4.326  0.292
H  -1.209  -5.049  2.845  0.323
C  9.845  -1.953  -1.841  -0.672
O  8.467  -2.061  -2.141  -0.384
C  7.605  -2.119  -1.021  -0.933
C  7.237  -0.755  -0.425  0.751
C  8.351  -0.128  0.410  -1.392
N  6.804  0.202  -1.447  -0.521
H  10.101  -2.510  -0.935  0.311
H  10.153  -0.911  -1.725  0.242
H  10.397  -2.378  -2.679  0.258
H  6.688  -2.586  -1.387  0.367
H  8.023  -2.784  -0.254  0.473
H  6.387  -0.925  0.244  0.049
H  9.139  0.290  -0.216  0.293
H  7.956  0.688  1.016  0.212
H  8.798  -0.858  1.087  0.372
H  5.991  -0.177  -1.931  0.255
H  7.528  0.227  -2.161  0.359
C  -2.502  -4.185  -2.957  -0.725
O  -3.512  -3.402  -2.350  -0.375
C  -3.158  -2.063  -2.074  -0.109
C  -3.306  -1.100  -3.260  0.161
C  -2.195  -1.224  -4.297  -1.550
N  -4.602  -1.242  -3.930  -0.622
H  -1.508  -3.907  -2.592  0.295
H  -2.526  -4.102  -4.046  0.277
H  -2.691  -5.225  -2.692  0.272
H  -3.845  -1.739  -1.287  0.327
H  -2.145  -2.017  -1.653  0.009
H  -3.257  -0.089  -2.847  0.442
H  -2.318  -2.109  -4.921  0.259
H  -2.204  -0.360  -4.960  0.406
H  -1.213  -1.274  -3.821  0.354
H  -5.340  -1.055  -3.257  0.248
H  -4.718  -2.224  -4.164  0.327
C  -0.429  4.397  7.143  -0.764
O  -1.086  3.898  5.992  -0.310
C  -2.308  3.229  6.239  -0.657
C  -3.524  4.155  6.383  0.312
C  -3.599  4.871  7.728  -1.427
N  -3.600  5.149  5.311  -0.731
H  -0.573  3.738  8.003  0.359
H  -0.767  5.404  7.395  0.233
H  0.636  4.447  6.916  0.254
H  -2.471  2.592  5.365  0.319
H  -2.212  2.562  7.106  0.435
H  -4.410  3.517  6.304  0.407
H  -2.890  5.696  7.788  0.284
H  -4.593  5.290  7.873  0.361
H  -3.398  4.185  8.554  0.341
H  -3.667  4.676  4.415  0.269
H  -2.709  5.636  5.274  0.313
C  -10.819  0.018  -2.652  -0.644
O  -9.441  -0.303  -2.643  -0.387
C  -9.123  -1.625  -3.027  -0.622
C  -9.032  -1.851  -4.543  0.444
C  -10.389  -1.934  -5.234  -1.468
N  -8.217  -0.835  -5.213  -0.684
H  -11.431  -0.839  -2.356  0.301
H  -11.144  0.374  -3.632  0.224
H  -10.973  0.821  -1.932  0.259
H  -8.137  -1.821  -2.596  0.264
H  -9.823  -2.333  -2.564  0.413
H  -8.535  -2.816  -4.682  0.376
H  -10.847  -0.952  -5.349  0.289
H  -10.274  -2.353  -6.233  0.361
H  -11.080  -2.572  -4.678  0.351
H  -7.280  -0.852  -4.822  0.201
H  -8.583  0.075  -4.946  0.329
C  2.290  2.453  -5.388  -0.651
O  2.591  1.128  -5.779  -0.357
C  3.955  0.869  -6.049  -0.827
C  4.803  0.559  -4.810  0.393
C  5.156  1.780  -3.969  -1.244
N  4.175  -0.438  -3.934  -0.562
H  2.931  3.177  -5.900  0.304
H  2.385  2.587  -4.307  0.233
H  1.254  2.648  -5.664  0.251
H  3.959  -0.014  -6.694  0.360
H  4.391  1.693  -6.628  0.411
H  5.742  0.131  -5.174  0.356
H  4.313  2.126  -3.371  0.203
H  5.954  1.523  -3.278  0.231
H  5.499  2.611  -4.588  0.377
H  4.040  -1.303  -4.450  0.268
H  3.234  -0.116  -3.728  0.257

Calculated values
2S+1: 1
max |F|: 1.5 eV Å⁻¹
E_HOMO: -9.09 eV
orbital gap: 0.3430 Ha
total charge: 0
SMILES: O=C1NCC[C@H]1CCCCO.COC[C@@H](C)N.COC[C@@H](C)N.COC[C@@H](C)N.COC[C@@H](C)N.COC[C@@H](C)N.COC[C@@H](C)N
LUMO: 0.25 eV

=====

Record 3
The following is a DFT calculation (wB97M-V/def2-TZVPD) of a cluster of 11 separate species, C32H82BN4O12S10 in total in a non-equilibrium geometry.

Last column: Mulliken charge in e.
Positions of all 141 atoms, in Å:
C  6.092  1.167  1.886  -0.847
B  4.476  1.180  1.826  0.420
O  3.859  -0.094  1.863  -0.314
N  3.688  2.469  1.784  -0.305
C  2.828  2.561  0.691  0.044
N  2.971  1.758  -0.378  -0.089
N  1.772  3.525  0.602  -0.183
C  0.524  2.874  1.139  -0.608
C  -0.803  3.427  0.453  -0.670
C  -1.986  2.553  1.067  -0.092
N  -3.256  3.275  1.130  -0.241
C  -4.114  2.868  2.262  -0.248
C  -5.494  2.325  1.748  0.433
C  -6.683  2.602  2.578  -0.517
C  -8.009  2.147  2.155  -0.565
C  -8.146  1.431  0.893  -0.446
C  -6.975  1.143  0.088  -0.464
C  -5.630  1.572  0.508  0.002
O  -4.569  1.218  -0.333  -0.350
H  6.556  1.832  1.110  0.368
H  6.469  0.114  1.803  0.125
H  6.361  1.484  2.939  0.329
H  3.381  -0.284  1.031  0.266
H  4.299  3.291  1.870  0.257
H  2.156  1.191  -0.636  0.147
H  3.824  1.776  -0.932  0.217
H  1.987  4.294  1.252  0.374
H  0.401  3.080  2.235  0.321
H  0.498  1.760  1.009  0.413
H  -0.727  3.291  -0.653  0.253
H  -0.922  4.509  0.718  0.382
H  -2.067  1.620  0.447  -0.053
H  -1.649  2.273  2.108  0.206
H  -3.140  4.282  1.066  0.323
H  -3.610  2.174  3.004  -0.086
H  -4.347  3.811  2.834  0.354
H  -6.566  3.150  3.543  0.358
H  -8.896  2.344  2.793  0.358
H  -9.129  1.068  0.500  0.320
H  -7.076  0.596  -0.880  0.411
H  -4.176  0.397  0.007  0.289
C  4.332  -0.868  -3.075  -0.916
S  2.860  -1.777  -2.575  0.663
O  2.766  -1.688  -1.077  -0.552
C  3.506  -3.406  -2.985  -1.047
H  4.172  0.189  -2.874  0.101
H  5.197  -1.221  -2.507  0.437
H  4.501  -1.008  -4.139  0.352
H  4.423  -3.594  -2.424  0.345
H  3.702  -3.459  -4.056  0.380
H  2.757  -4.150  -2.717  0.311
C  -1.969  -1.081  -2.478  -0.664
S  -0.832  -2.456  -2.741  0.620
O  -0.545  -2.526  -4.204  -0.618
C  -2.025  -3.750  -2.362  -1.142
H  -1.444  -0.151  -2.697  0.402
H  -2.829  -1.177  -3.140  -0.054
H  -2.296  -1.075  -1.437  0.305
H  -2.881  -3.676  -3.032  0.313
H  -2.351  -3.654  -1.325  0.383
H  -1.540  -4.717  -2.498  0.358
C  -2.495  2.265  7.357  -0.936
S  -3.038  2.011  5.660  0.634
O  -3.921  3.157  5.292  -0.608
C  -4.104  0.604  6.020  -1.022
H  -1.838  3.131  7.385  0.218
H  -3.359  2.445  7.998  0.351
H  -1.948  1.388  7.700  0.390
H  -4.864  0.892  6.747  0.325
H  -3.502  -0.218  6.410  0.393
H  -4.587  0.291  5.094  0.314
C  2.494  2.165  8.763  -0.902
S  1.204  3.401  8.999  0.443
O  -0.100  2.682  9.031  -0.559
C  1.365  4.152  7.368  -0.910
H  2.545  1.546  9.657  0.329
H  2.257  1.540  7.901  0.276
H  3.453  2.665  8.613  0.362
H  1.199  3.400  6.594  0.230
H  2.361  4.586  7.264  0.402
H  0.617  4.940  7.276  0.330
C  -3.779  -0.690  -7.175  -1.131
S  -3.437  -0.116  -5.502  0.664
O  -4.686  -0.289  -4.705  -0.575
C  -3.307  1.630  -5.930  -1.092
H  -3.936  -1.767  -7.143  0.325
H  -4.677  -0.203  -7.558  0.362
H  -2.926  -0.467  -7.817  0.401
H  -4.235  1.970  -6.393  0.353
H  -2.470  1.775  -6.615  0.396
H  -3.129  2.196  -5.016  0.298
C  5.218  2.590  -6.587  -0.968
S  4.012  1.254  -6.655  0.400
O  3.891  0.690  -5.274  -0.549
C  5.040  0.123  -7.608  -0.954
H  4.798  3.403  -5.996  0.308
H  6.138  2.237  -6.117  0.298
H  5.424  2.945  -7.597  0.401
H  5.971  -0.074  -7.073  0.300
H  5.251  0.560  -8.584  0.401
H  4.493  -0.810  -7.741  0.312
C  -10.374  -0.540  -5.199  -0.930
S  -8.761  -0.507  -6.004  0.494
O  -8.666  -1.724  -6.860  -0.628
C  -7.801  -0.820  -4.514  -0.550
H  -11.142  -0.400  -5.960  0.331
H  -10.523  -1.501  -4.705  0.297
H  -10.434  0.271  -4.471  0.325
H  -8.112  -1.764  -4.062  0.383
H  -7.944  0.000  -3.809  0.246
H  -6.747  -0.879  -4.788  0.064
C  7.130  -2.251  5.654  -0.623
S  5.463  -1.601  5.458  0.525
O  4.603  -2.260  6.481  -0.661
C  5.137  -2.406  3.879  -0.792
H  7.525  -1.902  6.609  0.322
H  7.106  -3.342  5.647  0.320
H  7.760  -1.881  4.845  0.059
H  5.243  -3.487  3.986  0.486
H  5.836  -2.030  3.130  0.183
H  4.119  -2.169  3.575  0.184
C  10.252  1.210  2.982  -1.027
S  9.180  -0.031  2.236  0.552
O  8.146  -0.393  3.251  -0.533
C  10.404  -1.352  2.224  -1.088
H  9.675  2.124  3.122  0.304
H  10.612  0.857  3.949  0.315
H  11.093  1.411  2.317  0.427
H  10.755  -1.542  3.239  0.324
H  11.240  -1.067  1.584  0.425
H  9.935  -2.252  1.826  0.344
C  -4.630  -8.294  -2.463  -1.000
S  -3.679  -6.802  -2.801  0.574
O  -4.568  -5.636  -2.538  -0.597
C  -3.603  -7.031  -4.587  -0.919
H  -4.830  -8.340  -1.393  0.326
H  -5.574  -8.264  -3.008  0.306
H  -4.051  -9.170  -2.760  0.366
H  -4.612  -7.081  -4.998  0.327
H  -3.058  -7.948  -4.813  0.371
H  -3.076  -6.181  -5.021  0.280

Calculated values
2S+1: 1
max |F|: 3.2 eV Å⁻¹
E_HOMO: -9.49 eV
orbital gap: 0.1865 Ha
total charge: +1
ΔE to the lowest compared entry with this formula, charge and spin: 232.2 kJ/mol
LUMO: -4.41 eV